<w>
C6H13N | ωB97M-V/def2-TZVPD

Last columns: bonded neighbours and bond lengths (Å).
Atoms and positions in Å:
1 C -1.107 -0.051 2.450  C2 1.521, H8 1.090, H9 1.088, H10 1.095
2 C 0.079 -0.470 1.595  C1 1.521, N3 1.476, H11 1.108, H12 1.086
3 N -0.193 -0.500 0.144  C2 1.476, C4 1.495, C7 1.448
4 C -0.656 0.830 -0.357  N3 1.495, C5 1.529, H13 1.095, H14 1.098
5 C 0.229 1.190 -1.552  C4 1.529, C6 1.523, H15 1.090, H16 1.082
6 C 0.661 -0.210 -1.970  C5 1.523, C7 1.522, H17 1.095, H18 1.099
7 C 0.990 -0.835 -0.622  N3 1.448, C6 1.522, H19 1.093, H20 1.108
8 H -1.937 -0.758 2.449  C1 1.090
9 H -1.365 0.958 2.135  C1 1.088
10 H -0.882 0.030 3.519  C1 1.095
11 H 0.887 0.281 1.702  C2 1.108
12 H 0.483 -1.439 1.871  C2 1.086
13 H -0.596 1.589 0.430  C4 1.095
14 H -1.715 0.856 -0.643  C4 1.098
15 H -0.341 1.635 -2.367  C5 1.090
16 H 1.078 1.776 -1.223  C5 1.082
17 H 1.338 -0.256 -2.829  C6 1.095
18 H -0.186 -0.751 -2.416  C6 1.099
19 H 1.310 -1.875 -0.729  C7 1.093
20 H 1.879 -0.283 -0.257  C7 1.108

As for the HOMO energy (spin up / spin down): 1.5438 / -4.8005 eV. Its multiplicity is 2. Its net charge is -1. For the gap between HOMO and LUMO (spin up / spin down), the calculation gives 0.09462 / 0.32797 Eh.


<x>
C6H13N | ωB97M-V/def2-TZVPD

Last columns: bonded neighbours and bond lengths (Å).
Atoms and positions in Å:
1 C -1.760 2.160 -1.416  C2 1.573, H8 1.111, H9 1.104, H10 1.069
2 C -0.934 0.929 -0.889  C1 1.573, C3 1.522, H11 1.073, H12 1.160
3 C -0.153 0.884 0.417  C2 1.522, C4 1.533, H13 1.116, H14 1.068
4 C 0.436 -0.524 0.555  C3 1.533, C5 1.382, C7 1.496
5 C 1.783 -0.593 0.254  C4 1.382, N6 1.409, H15 1.157
6 N 2.424 -1.842 0.122  C5 1.409, H16 1.004, H17 1.052
7 C -0.268 -1.664 1.220  C4 1.496, H18 1.171, H19 1.066, H20 1.137
8 H -2.605 2.342 -0.718  C1 1.111
9 H -1.301 3.142 -1.625  C1 1.104
10 H -2.190 1.888 -2.357  C1 1.069
11 H -0.121 0.855 -1.586  C2 1.073
12 H -1.586 -0.028 -0.961  C2 1.160
13 H 0.647 1.656 0.520  C3 1.116
14 H -0.868 0.965 1.206  C3 1.068
15 H 2.480 0.281 -0.045  C5 1.157
16 H 1.874 -2.548 0.577  N6 1.004
17 H 3.414 -1.894 0.472  N6 1.052
18 H -0.298 -2.609 0.530  C7 1.171
19 H -1.270 -1.497 1.545  C7 1.066
20 H 0.296 -1.901 2.179  C7 1.137

As for the HOMO energy (spin up / spin down): 1.3366 / -3.9713 eV. Its multiplicity is 2. Its net charge is -1. For the gap between HOMO and LUMO (spin up / spin down), the calculation gives 0.08863 / 0.28032 Eh.


If we sort the structures by their calculated energies, the order from most to least stable is <w>, <x>.